[1]
A cluster of 2 separate species, C5H7N in total at a distorted geometry, computed with ωB97M-V with the def2-TZVPD basis set.

- frontier orbital gap (eV) = 10.490
- multiplicity = 1
- HOMO (eV) = -10.07
- SMILES string = C=CC#N.C=C

Geometry as XYZ:
```
13
C5H7N ωB97M-V with the def2-TZVPD basis set
N 0.37923 1.48049 2.38998
C -0.31857 1.45907 1.46516
C -1.19938 1.41597 0.32998
C -0.74360 1.24109 -0.90904
C 1.24565 -1.43537 -0.69506
C 0.49932 -1.72929 0.36332
H -2.25953 1.50672 0.54522
H -1.42668 1.18123 -1.75011
H 0.31579 1.13037 -1.11443
H 1.04633 -1.86016 -1.67641
H 2.08553 -0.74713 -0.62332
H 0.69236 -1.28828 1.33870
H -0.34535 -2.41086 0.29310
```

[2]
An isolated molecule of C5H7N at a distorted geometry, computed with ωB97M-V with the def2-TZVPD basis set.

- frontier orbital gap (eV) = 9.499
- multiplicity = 1
- HOMO (eV) = -8.56

Geometry as XYZ:
```
13
C5H7N ωB97M-V with the def2-TZVPD basis set
C 1.91185 -0.02118 -0.07886
C 0.41578 0.01237 -0.05599
C -0.45846 1.02440 0.17335
C -1.79289 0.43545 0.06021
C -1.69806 -0.99243 -0.30505
N -0.34295 -1.14826 -0.28698
H 2.30858 -0.71384 0.67559
H 2.28571 -0.35009 -1.05798
H 2.32226 0.97260 0.12503
H -0.20852 2.05494 0.39792
H -2.67964 0.99917 -0.17720
H -2.15281 -0.22206 0.96983
H 0.08915 -2.05107 -0.43988
```

[3]
An isolated molecule of C5H7N at a distorted geometry, computed with ωB97M-V with the def2-TZVPD basis set.

- frontier orbital gap (spin up / spin down) (eV) = 9.100 / 7.248
- multiplicity = 1
- HOMO (spin up / spin down) (eV) = -8.81 / -7.08

Geometry as XYZ:
```
13
C5H7N ωB97M-V with the def2-TZVPD basis set
C 1.20054 -0.26846 0.49689
C 0.67587 0.98716 -0.16396
C 0.35049 -0.84351 -0.54765
C -1.09354 -0.36777 -0.39550
N -1.68920 -0.71147 0.83110
C -0.71659 1.05003 -0.28292
H 2.26713 -0.43714 0.34669
H 0.93152 -0.38445 1.54989
H 1.35800 1.79798 -0.40989
H 0.74254 -1.50826 -1.31509
H -1.71669 -0.61867 -1.26066
H -0.97745 -0.62921 1.55737
H -1.33260 1.93376 -0.40626
```

[4]
An isolated molecule of C5H7N, computed with ωB97M-V with the def2-TZVPD basis set.

- frontier orbital gap (eV) = 10.023
- multiplicity = 1
- HOMO (eV) = -8.81
- SMILES string = C1[C@@H]2[C@H]1[C@@H]1N[C@H]21

Geometry as XYZ:
```
13
C5H7N ωB97M-V with the def2-TZVPD basis set
C -0.36201 1.12325 -0.73531
C -0.63905 -0.34981 -0.76639
C 0.77783 0.15070 -0.67439
C 0.92163 -0.50616 0.72740
N -0.05807 -0.06860 1.69212
C -0.48037 -0.99062 0.65935
H -0.47040 1.70145 -1.64709
H -0.65146 1.70123 0.13644
H -1.11890 -0.85110 -1.60230
H 1.55822 0.09855 -1.42595
H 1.83620 -0.97376 1.07661
H -0.37872 0.88644 1.57569
H -0.93491 -1.92155 0.98382
```

> Which value of multiplicity does entry 2 give?

1

> multiplicity of number 1 (C5H7N)?

1